Here is a 9-piece molecular cluster, C56H116N4O14S5 overall at a distorted geometry from OMol25. Energies are from ωB97M-V/def2-TZVPD.

Summary:
net charge = +1
LUMO (spin up / spin down) = -2.63 / -6.30 eV
2S+1 = 2
Kohn-Sham gap (spin up / spin down) = 0.255 / 0.120 Eh
expectation value of S² = 0.7543
E_tot = -5465.91980 Ha
molecular weight = 1229.9 g mol⁻¹

Each line ends with the Löwdin spin population.
Positions of all 195 atoms, in Å:
1 C 4.620 -1.871 2.577  0.00
2 C 3.538 -2.862 3.002  0.00
3 C 3.511 -3.945 1.933  0.00
4 S 3.598 -3.067 0.288  0.00
5 O 2.259 -2.868 -0.222  0.00
6 O 4.622 -3.718 -0.551  0.00
7 C 4.243 -1.408 1.061  0.00
8 H 5.595 -2.354 2.642  0.00
9 H 4.709 -0.971 3.186  0.00
10 H 2.593 -2.323 3.081  0.00
11 H 3.773 -3.253 3.992  0.00
12 H 2.768 -4.741 1.887  0.00
13 H 4.429 -4.513 2.082  0.00
14 H 3.369 -0.757 1.086  0.00
15 H 5.059 -1.014 0.455  0.00
16 C -5.367 4.185 -0.504  0.00
17 C -3.931 4.719 -0.647  0.00
18 C -3.311 4.201 -1.958  0.00
19 S -4.562 3.059 -2.739  0.00
20 O -4.435 1.763 -2.034  0.00
21 O -4.496 3.310 -4.191  0.00
22 C -5.938 4.063 -1.954  0.00
23 H -5.926 4.746 0.246  0.00
24 H -5.247 3.217 -0.017  0.00
25 H -3.259 4.301 0.102  0.00
26 H -3.990 5.805 -0.571  0.00
27 H -2.371 3.656 -1.870  0.00
28 H -3.272 5.039 -2.655  0.00
29 H -6.724 3.324 -2.116  0.00
30 H -6.125 5.041 -2.396  0.00
31 C 1.642 4.355 -4.590  0.00
32 C 0.756 5.608 -4.540  0.00
33 C 1.465 6.592 -3.602  0.00
34 S 3.356 6.342 -3.695  0.00
35 O 3.677 5.907 -2.331  0.00
36 O 4.093 7.273 -4.524  0.00
37 C 3.092 4.815 -4.751  0.00
38 H 1.452 3.615 -5.367  0.00
39 H 1.498 3.716 -3.720  0.00
40 H -0.300 5.431 -4.336  0.00
41 H 0.857 5.963 -5.565  0.00
42 H 1.135 6.522 -2.566  0.00
43 H 1.244 7.621 -3.886  0.00
44 H 3.921 4.142 -4.535  0.00
45 H 3.276 5.226 -5.744  0.00
46 C 2.490 0.117 -4.568  0.00
47 C 2.973 -1.459 -4.435  0.00
48 C 3.783 -1.630 -3.171  0.00
49 S 4.844 -0.219 -3.106  0.00
50 O 5.874 -0.336 -4.096  0.00
51 O 5.117 0.118 -1.737  0.00
52 C 3.493 0.875 -3.674  0.00
53 H 1.493 0.137 -4.128  0.00
54 H 2.435 0.566 -5.560  0.00
55 H 3.615 -1.830 -5.234  0.00
56 H 2.194 -2.216 -4.339  0.00
57 H 4.398 -2.518 -3.021  0.00
58 H 3.079 -1.467 -2.355  0.00
59 H 3.886 1.819 -4.052  0.00
60 H 3.023 1.190 -2.742  0.00
61 C -5.500 0.564 0.620  0.00
62 C -5.431 -0.503 1.738  0.00
63 C -6.643 -1.360 1.797  0.00
64 S -6.949 -1.689 -0.023  0.00
65 O -8.363 -1.912 -0.234  0.00
66 O -5.984 -2.636 -0.577  0.00
67 C -6.483 -0.012 -0.537  0.00
68 H -4.489 0.797 0.287  0.00
69 H -6.070 1.407 1.011  0.00
70 H -5.432 -0.119 2.758  0.00
71 H -4.453 -0.984 1.728  0.00
72 H -7.508 -0.724 1.985  0.00
73 H -6.668 -2.318 2.317  0.00
74 H -7.396 0.554 -0.721  0.00
75 H -6.067 -0.121 -1.538  0.00
76 C -0.052 -3.712 2.768  0.01
77 C -1.622 -4.015 2.734  0.05
78 C -2.302 -3.718 1.441  0.00
79 C -3.715 -4.289 1.246  0.00
80 C -3.649 -5.792 1.492  0.00
81 C -3.198 -6.155 2.987  0.04
82 N -1.914 -5.417 3.246  0.64
83 O -1.238 -5.738 4.354  0.11
84 C -4.301 -5.797 3.910  0.03
85 C -2.773 -7.715 2.945  0.02
86 C -2.321 -3.036 3.730  0.05
87 H 0.174 -2.648 2.696  0.00
88 H 0.507 -4.095 1.914  0.00
89 H 0.397 -4.072 3.693  0.00
90 H -2.458 -2.645 1.332  0.00
91 H -1.683 -4.014 0.593  0.00
92 H -4.015 -4.108 0.214  0.00
93 H -4.502 -3.834 1.847  0.00
94 H -3.031 -6.197 0.690  0.00
95 H -4.681 -6.107 1.338  0.00
96 H -4.757 -4.824 3.728  0.00
97 H -4.995 -6.638 3.906  0.00
98 H -4.021 -5.717 4.960  0.00
99 H -2.377 -8.101 3.884  0.00
100 H -3.688 -8.289 2.800  0.00
101 H -2.063 -7.812 2.123  0.00
102 H -1.779 -3.188 4.663  0.00
103 H -3.375 -3.181 3.968  0.00
104 H -2.189 -1.969 3.548  0.01
105 H -0.506 -6.258 4.015  0.02
106 C -2.650 -4.649 -6.546  0.00
107 C -2.999 -3.268 -5.881  0.00
108 C -4.599 -3.211 -5.637  0.00
109 C -5.091 -2.194 -4.632  0.00
110 C -4.238 -2.349 -3.328  0.00
111 C -2.729 -2.274 -3.510  0.00
112 N -2.305 -3.211 -4.559  0.00
113 O -0.946 -3.308 -4.620  0.00
114 C -2.309 -0.779 -3.742  0.00
115 C -2.137 -2.794 -2.141  0.00
116 C -2.598 -2.127 -6.941  0.00
117 H -1.806 -4.750 -7.230  0.00
118 H -3.463 -5.011 -7.175  0.00
119 H -2.460 -5.507 -5.902  0.00
120 H -5.058 -2.792 -6.532  0.00
121 H -5.108 -4.159 -5.468  0.00
122 H -6.136 -2.330 -4.351  0.00
123 H -5.013 -1.182 -5.030  0.00
124 H -4.574 -3.314 -2.949  0.00
125 H -4.682 -1.782 -2.510  0.00
126 H -2.366 -0.309 -2.760  0.00
127 H -1.267 -0.616 -4.015  0.00
128 H -3.026 -0.278 -4.394  0.00
129 H -1.054 -2.867 -2.043  0.00
130 H -2.431 -2.187 -1.285  0.00
131 H -2.513 -3.780 -1.867  0.00
132 H -2.754 -1.147 -6.489  0.00
133 H -3.241 -2.065 -7.819  0.00
134 H -1.552 -2.263 -7.216  0.00
135 H -0.911 -4.200 -4.265  0.00
136 C 4.536 2.916 6.592  0.00
137 C 4.893 3.429 5.184  0.00
138 C 6.116 4.424 5.177  0.00
139 C 7.522 3.704 5.429  0.00
140 C 7.651 2.699 4.178  0.00
141 C 6.466 1.651 4.100  0.00
142 N 5.167 2.355 4.133  0.00
143 O 4.182 1.553 3.908  0.00
144 C 6.757 1.002 2.748  0.00
145 C 6.681 0.594 5.282  0.00
146 C 3.744 4.386 4.611  0.00
147 H 5.343 2.360 7.070  0.00
148 H 3.692 2.230 6.649  0.00
149 H 4.410 3.750 7.283  0.00
150 H 6.149 4.872 4.184  0.00
151 H 6.025 5.113 6.017  0.00
152 H 7.410 3.074 6.312  0.00
153 H 8.395 4.329 5.618  0.00
154 H 8.624 2.209 4.198  0.00
155 H 7.721 3.357 3.311  0.00
156 H 7.799 0.763 2.534  0.00
157 H 6.188 0.089 2.569  0.00
158 H 6.360 1.662 1.977  0.00
159 H 7.016 0.933 6.262  0.00
160 H 5.734 0.104 5.506  0.00
161 H 7.406 -0.192 5.071  0.00
162 H 2.802 3.849 4.724  0.00
163 H 3.881 4.411 3.530  0.00
164 H 3.684 5.449 4.846  0.00
165 H 4.044 1.717 2.972  0.00
166 C -1.622 0.357 1.387  0.00
167 C -0.324 1.035 0.775  0.00
168 C -0.771 1.475 -0.623  0.00
169 C 0.266 2.435 -1.233  0.00
170 C 0.559 3.559 -0.342  0.00
171 C 0.976 3.165 1.138  0.00
172 N 0.054 2.193 1.569  0.00
173 O 0.275 1.910 2.935  0.00
174 C 2.535 2.710 0.985  0.00
175 C 0.818 4.443 1.983  0.00
176 C 0.800 -0.110 0.731  0.00
177 H -2.410 1.108 1.447  0.00
178 H -1.552 -0.113 2.368  0.00
179 H -1.891 -0.468 0.728  0.00
180 H -0.830 0.643 -1.325  0.00
181 H -1.703 2.039 -0.653  0.00
182 H 0.052 2.759 -2.252  0.00
183 H 1.143 1.790 -1.290  0.00
184 H -0.225 4.315 -0.323  0.00
185 H 1.458 3.995 -0.777  0.00
186 H 3.189 3.577 0.890  0.00
187 H 2.771 2.105 1.861  0.00
188 H 2.690 2.178 0.047  0.00
189 H 1.236 5.375 1.601  0.00
190 H -0.166 4.756 2.333  0.00
191 H 1.418 4.415 2.893  0.00
192 H 1.644 0.150 0.094  0.00
193 H 0.300 -0.965 0.276  0.00
194 H 1.093 -0.479 1.714  0.00
195 H -0.191 2.656 3.319  0.00